1.
{"formula": "C26H43BF4N3O2RuSSbSi3", "method": "the ωB97M-V functional and the def2-TZVPD basis", "species": ["Ru", "C", "C", "O", "C", "C", "C", "N", "N", "C", "O", "C", "C", "C", "C", "C", "C", "H", "H", "H", "H", "H", "H", "H", "H", "H", "H", "H", "H", "S", "C", "C", "C", "C", "C", "N", "H", "H", "H", "H", "F", "B", "F", "F", "F", "C", "Si", "C", "C", "Sb", "Si", "C", "C", "C", "Si", "C", "C", "C", "H", "H", "H", "H", "H", "H", "H", "H", "H", "H", "H", "H", "H", "H", "H", "H", "H", "H", "H", "H", "H", "H", "H", "H", "H", "H", "H"], "coordinates": [[1.325, -0.220, -0.268], [5.045, 1.926, 0.339], [4.099, 0.780, 0.113], [2.879, 1.124, -0.017], [4.598, -0.517, 0.102], [3.859, -1.706, 0.080], [4.576, -2.999, 0.328], [2.550, -1.742, -0.099], [1.934, -2.992, 0.030], [0.674, -2.842, 0.268], [0.062, -1.695, 0.352], [-0.161, -4.062, 0.445], [-1.546, -3.940, 0.498], [-2.343, -5.066, 0.646], [-1.762, -6.322, 0.747], [-0.379, -6.447, 0.698], [0.419, -5.325, 0.546], [4.827, 2.730, -0.364], [6.086, 1.624, 0.246], [4.867, 2.295, 1.351], [5.662, -0.623, 0.253], [5.652, -2.841, 0.319], [4.293, -3.748, -0.409], [4.272, -3.373, 1.307], [-1.982, -2.951, 0.417], [-3.421, -4.962, 0.683], [-2.384, -7.201, 0.865], [0.079, -7.425, 0.781], [1.497, -5.404, 0.508], [1.390, 1.160, -2.586], [0.381, -0.096, -3.231], [-0.188, -0.087, -4.512], [-0.981, -1.149, -4.895], [-1.209, -2.195, -4.005], [-0.618, -2.122, -2.756], [0.158, -1.110, -2.385], [0.003, 0.746, -5.174], [-1.429, -1.163, -5.881], [-1.829, -3.041, -4.268], [-0.769, -2.902, -2.017], [1.996, 0.082, 4.503], [2.510, 0.014, 3.210], [3.502, 0.994, 3.020], [3.028, -1.259, 2.938], [1.441, 0.277, 2.282], [-3.060, 0.780, -2.111], [-2.301, 2.396, -1.549], [-3.593, 3.419, -0.644], [-1.677, 3.385, -3.016], [-0.411, 1.851, 0.066], [0.903, 4.021, 0.342], [-0.301, 5.463, 0.479], [1.869, 3.833, 1.928], [2.024, 4.319, -1.126], [-2.976, -0.665, 2.021], [-1.526, -1.061, 3.127], [-3.677, 1.042, 2.417], [-4.353, -1.931, 2.294], [-3.923, 0.957, -2.759], [-3.384, 0.194, -1.246], [-2.335, 0.180, -2.663], [-4.418, 3.670, -1.316], [-3.164, 4.351, -0.270], [-4.000, 2.871, 0.208], [-2.487, 3.562, -3.730], [-0.868, 2.852, -3.517], [-1.288, 4.354, -2.694], [-0.994, 5.321, 1.311], [-0.886, 5.580, -0.436], [0.245, 6.395, 0.649], [1.196, 3.813, 2.788], [2.569, 4.663, 2.062], [2.430, 2.896, 1.933], [1.455, 4.385, -2.055], [2.729, 3.493, -1.227], [2.584, 5.249, -0.987], [-0.668, -0.410, 2.950], [-1.190, -2.086, 2.964], [-1.826, -0.958, 4.176], [-2.941, 1.826, 2.227], [-3.949, 1.090, 3.477], [-4.571, 1.256, 1.828], [-3.987, -2.945, 2.121], [-5.208, -1.757, 1.638], [-4.706, -1.879, 3.331]], "homo_lumo_gap_ev": [6.74, 6.13], "charge": -1, "max_force_ha_per_bohr": 0.00439, "lumo_ev": [2.569, 1.083], "relative_energy_kj_mol": 19.5, "multiplicity": 6, "homo_ev": [-4.17, -5.05]}

---

2.
{"formula": "C75H49BF3O13P", "method": "the ωB97M-V functional and the def2-TZVPD basis", "species": ["O", "P", "O", "O", "C", "B", "C", "C", "C", "F", "C", "F", "F", "H", "H", "H", "H", "H", "H", "H", "H", "H", "C", "C", "C", "C", "C", "C", "C", "O", "C", "C", "C", "C", "C", "C", "C", "O", "H", "H", "H", "H", "H", "H", "H", "H", "C", "C", "C", "C", "C", "C", "C", "O", "C", "C", "C", "C", "C", "C", "C", "O", "H", "H", "H", "H", "H", "H", "H", "H", "C", "C", "C", "C", "C", "C", "C", "O", "C", "C", "C", "C", "C", "C", "C", "O", "H", "H", "H", "H", "H", "H", "H", "H", "C", "C", "C", "C", "C", "C", "C", "O", "C", "C", "C", "C", "C", "C", "C", "O", "H", "H", "H", "H", "H", "H", "H", "H", "C", "C", "C", "C", "C", "C", "C", "O", "C", "C", "C", "C", "C", "C", "C", "O", "H", "H", "H", "H", "H", "H", "H", "H"], "coordinates": [[5.823, 3.879, 7.549], [6.737, 3.904, 6.391], [5.997, 4.268, 5.014], [7.842, 5.076, 6.427], [7.617, 2.394, 5.993], [7.000, 1.029, 6.508], [6.425, 0.827, 7.945], [7.570, 1.045, 8.979], [7.790, 2.489, 9.286], [6.815, 3.097, 9.989], [8.820, 3.220, 8.915], [9.872, 2.743, 8.252], [8.982, 4.516, 9.133], [5.077, 4.482, 5.230], [8.246, 5.150, 7.306], [8.644, 2.494, 6.375], [7.716, 2.365, 4.901], [7.078, 0.097, 5.763], [5.628, 1.553, 8.158], [6.014, -0.178, 8.079], [7.332, 0.518, 9.909], [8.518, 0.628, 8.619], [8.161, 4.477, 2.588], [8.885, 5.259, 1.694], [8.773, 5.039, 0.330], [7.949, 4.025, -0.146], [7.241, 3.228, 0.755], [7.344, 3.464, 2.119], [6.374, 2.108, 0.293], [5.778, 1.414, 1.089], [6.282, 1.870, -1.175], [5.498, 0.819, -1.637], [5.391, 0.584, -2.997], [6.066, 1.398, -3.901], [6.851, 2.445, -3.445], [6.964, 2.684, -2.081], [7.829, 3.811, -1.617], [8.408, 4.524, -2.408], [8.239, 4.654, 3.652], [9.529, 6.046, 2.062], [9.318, 5.644, -0.383], [6.772, 2.845, 2.797], [4.979, 0.200, -0.917], [4.781, -0.234, -3.356], [5.980, 1.214, -4.964], [7.385, 3.088, -4.132], [2.751, 1.179, 3.751], [2.455, 1.245, 2.394], [2.231, 0.085, 1.675], [2.313, -1.150, 2.309], [2.615, -1.216, 3.671], [2.829, -0.046, 4.390], [2.727, -2.523, 4.378], [2.996, -2.582, 5.558], [2.506, -3.759, 3.572], [2.611, -4.995, 4.199], [2.392, -6.157, 3.479], [2.064, -6.091, 2.129], [1.959, -4.863, 1.499], [2.185, -3.693, 2.216], [2.060, -2.384, 1.515], [1.738, -2.328, 0.344], [2.925, 2.089, 4.311], [2.413, 2.206, 1.897], [2.000, 0.115, 0.619], [3.055, -0.119, 5.445], [2.858, -5.023, 5.252], [2.474, -7.118, 3.969], [1.886, -7.001, 1.570], [1.702, -4.790, 0.451], [-1.667, -3.465, 1.217], [-2.832, -4.157, 0.904], [-3.734, -4.487, 1.902], [-3.471, -4.138, 3.222], [-2.297, -3.452, 3.537], [-1.406, -3.112, 2.530], [-1.957, -3.085, 4.940], [-0.936, -2.488, 5.208], [-2.920, -3.490, 6.005], [-2.619, -3.194, 7.330], [-3.501, -3.552, 8.335], [-4.688, -4.204, 8.023], [-4.992, -4.503, 6.705], [-4.109, -4.150, 5.691], [-4.456, -4.500, 4.281], [-5.498, -5.059, 4.012], [-0.960, -3.201, 0.440], [-3.042, -4.424, -0.124], [-4.650, -5.018, 1.677], [-0.505, -2.573, 2.792], [-1.691, -2.683, 7.550], [-3.264, -3.322, 9.366], [-5.377, -4.480, 8.810], [-5.910, -5.012, 6.441], [-0.850, -2.915, -5.899], [-0.756, -3.306, -4.568], [-1.873, -3.267, -3.752], [-3.091, -2.832, -4.261], [-3.183, -2.431, -5.594], [-2.060, -2.477, -6.411], [-4.469, -1.933, -6.163], [-4.548, -1.572, -7.319], [-5.646, -1.876, -5.251], [-6.850, -1.395, -5.747], [-7.957, -1.296, -4.920], [-7.867, -1.703, -3.594], [-6.673, -2.200, -3.095], [-5.557, -2.284, -3.919], [-4.280, -2.804, -3.358], [-4.202, -3.190, -2.210], [0.024, -2.950, -6.537], [0.193, -3.640, -4.167], [-1.820, -3.568, -2.714], [-2.154, -2.166, -7.443], [-6.907, -1.103, -6.785], [-8.883, -0.897, -5.312], [-8.731, -1.631, -2.947], [-6.586, -2.522, -2.066], [-11.988, 5.141, -9.043], [-12.261, 4.116, -8.144], [-11.278, 3.197, -7.819], [-10.017, 3.296, -8.396], [-9.745, 4.320, -9.304], [-10.735, 5.243, -9.623], [-8.409, 4.446, -9.959], [-8.173, 5.344, -10.738], [-7.380, 3.422, -9.618], [-6.135, 3.482, -10.233], [-5.164, 2.543, -9.926], [-5.425, 1.541, -8.996], [-6.664, 1.483, -8.381], [-7.646, 2.414, -8.690], [-8.972, 2.299, -8.021], [-9.196, 1.428, -7.205], [-12.757, 5.860, -9.293], [-13.243, 4.036, -7.696], [-11.468, 2.395, -7.118], [-10.503, 6.031, -10.326], [-5.948, 4.270, -10.950], [-4.198, 2.590, -10.411], [-4.671, 0.804, -8.752], [-6.886, 0.719, -7.653]], "homo_lumo_gap_ev": 8.51, "smiles": "O=C1c2ccccc2C(=O)c2ccccc21.O=C1c2ccccc2C(=O)c2ccccc21.O=C1c2ccccc2C(=O)c2ccccc21.O=C1c2ccccc2C(=O)c2ccccc21.O=C1c2ccccc2C(=O)c2ccccc21.O=P(O)(O)CBCCC(F)=C(F)F", "max_force_ha_per_bohr": 0.01169, "lumo_ev": -1.088, "homo_ev": -9.60}

---

3.
{"formula": "C33H40NPbS", "method": "the ωB97M-V functional and the def2-TZVPD basis", "species": ["C", "C", "C", "C", "C", "Pb", "C", "C", "H", "C", "H", "H", "C", "H", "H", "H", "C", "H", "H", "H", "C", "H", "H", "H", "C", "H", "H", "H", "C", "H", "H", "H", "C", "H", "H", "H", "C", "H", "H", "H", "C", "C", "C", "C", "H", "C", "H", "C", "H", "H", "H", "N", "S", "C", "C", "C", "C", "C", "C", "C", "C", "C", "C", "C", "C", "H", "H", "H", "H", "H", "H", "H", "H", "H", "H", "H"], "coordinates": [[1.673, -2.437, -0.395], [2.204, -1.809, -1.559], [1.253, -1.956, -2.613], [0.144, -2.694, -2.100], [0.399, -2.976, -0.728], [0.011, 0.227, -0.781], [-3.255, 1.537, -2.343], [-2.718, 1.311, -1.044], [-2.624, 2.111, -0.299], [-2.479, -0.031, -0.574], [-2.736, -0.867, -1.215], [-2.551, -0.255, 0.492], [-3.344, 3.016, -2.755], [-2.956, 3.853, -2.141], [-3.065, 3.311, -3.790], [-4.437, 3.142, -2.701], [-2.743, 0.620, -3.419], [-1.855, -0.053, -3.320], [-3.602, -0.041, -3.448], [-2.631, 1.037, -4.428], [3.525, -1.146, -1.657], [3.720, -0.493, -0.793], [4.337, -1.893, -1.690], [3.603, -0.535, -2.565], [1.413, -1.441, -3.995], [1.863, -0.438, -4.003], [2.066, -2.101, -4.592], [0.448, -1.373, -4.516], [-1.046, -3.144, -2.859], [-1.084, -2.690, -3.857], [-1.027, -4.238, -2.996], [-1.985, -2.901, -2.336], [-0.472, -3.749, 0.188], [-1.488, -3.853, -0.216], [-0.073, -4.765, 0.344], [-0.548, -3.273, 1.178], [2.354, -2.565, 0.916], [1.632, -2.669, 1.738], [3.008, -3.454, 0.932], [2.984, -1.690, 1.135], [0.981, 2.106, -1.856], [-0.087, 2.777, -2.672], [2.234, 2.495, -2.205], [0.074, 2.424, -4.060], [-1.153, 3.048, -2.602], [2.485, 2.521, -3.592], [2.949, 2.728, -1.425], [1.401, 2.375, -4.488], [-0.743, 2.314, -4.792], [3.474, 2.593, -3.988], [1.575, 2.260, -5.561], [0.378, 0.559, 1.466], [-0.709, 0.416, 2.658], [-0.123, -0.912, 3.710], [1.170, -0.899, 4.226], [1.630, -2.005, 4.949], [0.788, -3.098, 5.172], [-0.516, -3.099, 4.664], [-0.976, -2.009, 3.927], [-0.600, 1.889, 3.669], [-1.809, 2.427, 4.152], [-1.792, 3.600, 4.907], [-0.576, 4.243, 5.172], [0.620, 3.706, 4.688], [0.612, 2.524, 3.934], [1.273, 0.901, 1.821], [1.810, -0.032, 4.065], [2.647, -1.999, 5.343], [1.147, -3.953, 5.747], [-1.179, -3.947, 4.840], [-1.986, -1.978, 3.514], [-2.741, 1.909, 3.925], [-2.729, 4.010, 5.284], [-0.564, 5.164, 5.756], [1.571, 4.200, 4.893], [1.547, 2.108, 3.562]], "homo_lumo_gap_ev": [5.39, 5.35], "charge": 1, "max_force_ha_per_bohr": 0.12457, "lumo_ev": [-3.826, -4.098], "homo_ev": [-9.21, -9.45]}